No. 1
Here is a single C2H4N4O2 molecule in a non-equilibrium geometry from the OMol25 dataset. Energies are from ωB97M-V with the def2-TZVPD basis set.

The calculation puts the LUMO energy at 0.25 eV. For the HOMO energy, the calculation gives -8.95 eV. The SMILES is [H]/N=c1\n(O)cnn1O. The total charge is 0. The HOMO-LUMO gap is 9.197 eV. Its spin multiplicity is 1. The total energy comes out at -447.85100 hartree. For the energy above the lowest of the compared OMol25 structures with the same formula, charge and spin, the calculation gives 660.1 kJ/mol.

Structure (XYZ):
```
12
Properties=species:S:1:pos:R:3:forces:R:3:mulliken_charge:R:1
H 1.20269 0.65464 -1.63246 -2.198 -3.033 -1.523 0.4495
N 0.32484 -0.16299 -1.96503 0.687 2.054 4.952 -0.6824
C -0.01330 -0.31296 -0.70459 0.515 0.384 -1.328 0.2616
N 0.97748 -0.07492 0.49032 -2.115 2.825 -2.352 -0.0679
O 1.90229 0.96046 -0.16750 2.271 -3.262 1.326 -0.5472
C -0.04894 0.51113 1.45934 5.752 2.005 1.471 -0.0492
N -1.18285 0.07564 1.23118 -2.425 0.696 1.245 -0.5331
N -1.24039 -0.47231 0.05213 0.013 -3.132 -3.550 0.5413
O -2.50702 -0.93891 -0.46803 1.818 2.003 0.428 -0.4391
H 2.80737 0.38058 -0.32741 -3.392 2.060 0.819 0.4068
H 0.38161 1.25163 2.29753 -1.510 -2.234 -1.835 0.3105
H -2.60378 -1.87199 -0.26549 0.584 -0.366 0.347 0.3490
```
Forces are in eV/Å.

No. 2
Here is 2 unconnected molecules or ions with the total composition C3H5NS in a non-equilibrium geometry from the OMol25 dataset. Energies are from ωB97M-V with the def2-TZVPD basis set.

The calculation puts the LUMO energy at -1.16 eV. For the HOMO energy, the calculation gives -8.48 eV. The total charge is 0. The HOMO-LUMO gap is 7.326 eV. Its spin multiplicity is 1. The total energy comes out at -570.04967 hartree. For the energy above the lowest of the compared OMol25 structures with the same formula, charge and spin, the calculation gives 485.4 kJ/mol.

Structure (XYZ):
```
10
Properties=species:S:1:pos:R:3:forces:R:3:mulliken_charge:R:1
C -0.22151 0.53643 -0.18470 -0.549 -3.427 -1.139 -0.0636
C 0.65790 -0.69306 -0.18902 0.148 3.204 0.702 -0.0294
C 1.90459 -0.29680 0.01665 0.616 2.927 0.233 -0.6042
H -3.63872 0.42044 1.31360 1.744 -1.686 -2.681 0.0920
H 0.33844 1.35385 -0.39191 1.508 2.945 -0.102 0.4022
H 0.25227 -1.61749 -0.32849 -0.757 -2.513 -0.265 0.3703
H 2.88388 -0.83266 0.08200 -1.254 0.501 -0.034 0.3054
H 1.79293 0.93931 0.11713 2.005 -3.461 -0.028 0.0862
N -1.46039 0.70123 -0.27421 -0.149 1.476 0.374 -0.3646
S -2.50938 -0.51125 -0.16105 -3.312 0.034 2.940 -0.1942
```
Forces are in eV/Å.

No. 3
Here is 3 unconnected molecules or ions with the total composition C3H13NO2S2 from the OMol25 dataset. Energies are from ωB97M-V with the def2-TZVPD basis set.

The calculation puts the LUMO energy at 0.58 eV. For the HOMO energy, the calculation gives -9.03 eV. The SMILES is CSSCCN.O.O. The total charge is 0. The HOMO-LUMO gap is 9.608 eV. Its spin multiplicity is 1. The total energy comes out at -1123.71385 hartree. For the energy above the lowest of the compared OMol25 structures with the same formula, charge and spin, the calculation gives 1.2 kJ/mol.

Structure (XYZ):
```
21
Properties=species:S:1:pos:R:3:forces:R:3:mulliken_charge:R:1
C 2.14868 -1.28581 -2.83169 0.354 0.001 0.413 -0.7927
S 0.49685 -0.85138 -2.22745 -0.113 -0.169 -0.146 -0.0428
S 0.81778 -0.62855 -0.21787 -0.222 -0.091 0.054 -0.1680
C 0.70335 1.16555 -0.02868 0.108 0.237 0.347 -0.4123
C -0.67193 1.79105 -0.24464 0.286 -0.086 0.108 -0.7087
N -1.68465 1.52963 0.76009 -0.021 -0.224 0.075 -0.5510
H 2.87012 -0.86387 -2.12847 -0.002 0.003 -0.227 0.2478
H 2.30086 -0.85829 -3.81564 -0.049 0.112 -0.140 0.3237
H 2.30287 -2.36351 -2.87688 -0.163 0.045 0.019 0.2916
H 1.03090 1.37730 0.99419 0.026 -0.195 0.018 0.3488
H 1.43171 1.61963 -0.69155 0.142 0.043 -0.205 0.3512
H -0.48714 2.86186 -0.30337 -0.150 0.221 -0.023 0.3338
H -1.04566 1.47903 -1.21337 -0.180 0.012 -0.228 0.3654
H -1.31509 1.64475 1.69950 0.035 0.070 -0.174 0.2612
H -2.00764 0.57010 0.70288 -0.075 0.098 0.022 0.2648
O -1.93109 -1.70417 1.22396 0.031 -0.066 -0.032 -0.6939
H -1.27810 -1.49293 0.53388 0.057 -0.094 0.091 0.2655
H -1.93849 -2.66625 1.28000 -0.055 0.055 -0.027 0.2787
O -0.18123 -0.49420 3.19926 -0.321 0.143 -0.108 -0.6411
H -0.77591 -0.97896 2.60116 0.128 -0.131 -0.044 0.3772
H -0.78618 0.14904 3.58470 0.183 0.017 0.206 0.3007
```
Forces are in eV/Å.